# 1
The following is a quantum chemistry calculation of a 2-piece molecular cluster, C2H8OS2 overall at a distorted geometry, from the OMol25 dataset.

```
! wB97M-V def2-TZVPD RIJCOSX def2/J DEFGRID3
* xyz 0 1
C 1.7609 0.0977 -1.4766
C 0.7245 0.6072 -0.4568
S -0.5127 -0.5141 0.0526
S 0.5565 -2.1971 0.8357
H 2.5643 0.8087 -1.7328
H 1.2675 -0.2262 -2.4084
H 2.2129 -0.7846 -0.9929
H 1.3105 0.8339 0.4546
H 0.3272 1.5635 -0.8480
H 1.0310 -1.6044 1.9520
O -4.1139 0.3555 1.6551
H -3.2586 0.1883 2.1121
H -3.8701 0.8717 0.8536
*
```

Its frontier orbital gap is 9.3 eV. As for the molar mass: 112.219 u. Its HOMO energy is -9.156 eV. As for the SMILES: CCSS.O. The calculation puts the energy above the lowest of the compared OMol25 structures with the same formula, charge and spin at 44.9 kJ/mol.

# 2
The following is a quantum chemistry calculation of C5H7NO2 as an isolated structure at a distorted geometry, from the OMol25 dataset.

```
! wB97M-V def2-TZVPD RIJCOSX def2/J DEFGRID3
* xyz 0 1
C -0.2821 2.0103 1.1859
C 0.4540 0.2670 0.0745
C 1.6458 -0.4364 -0.3965
C 1.2958 -1.6603 -1.0319
C -0.6331 -0.4972 -0.4337
H -0.4190 1.6557 2.5524
H -1.3216 2.0579 0.4628
H -0.0499 3.1313 1.4188
H 2.5359 0.4655 -0.4579
H 1.6425 -2.5503 -1.7315
H -0.7922 -2.6849 -0.7586
H -2.5953 -1.2077 -0.2704
N -0.1128 -1.5808 -1.1023
O 0.7308 1.2432 0.6641
O -2.0988 -0.2131 -0.1757
*
```

Its frontier orbital gap is 7.6 eV. As for the molar mass: 113.116 u. Its HOMO energy is -7.379 eV. The calculation puts the energy above the lowest of the compared OMol25 structures with the same formula, charge and spin at 766.0 kJ/mol.

# 3
The following is a quantum chemistry calculation of one molecule with the formula C3H4O2S at a distorted geometry, from the OMol25 dataset.

```
! wB97M-V def2-TZVPD RIJCOSX def2/J DEFGRID3
* xyz 0 1
C -2.1470 0.0546 -0.3430
C -0.7069 0.0758 -0.2761
C 0.4482 0.0070 0.0297
S 2.1192 0.0095 0.2662
O 2.5416 1.1985 -0.3823
O 2.6810 -1.2514 -0.0220
H -2.2560 -1.0220 -0.5705
H -2.4027 0.1907 0.7681
H -2.5016 0.7416 -1.1709
H 2.2242 -0.0043 1.7008
*
```

Its frontier orbital gap is 11.1 eV. As for the molar mass: 104.130 u. Its HOMO energy is -10.578 eV. As for the SMILES: CC#C[SH](=O)=O. The calculation puts the energy above the lowest of the compared OMol25 structures with the same formula, charge and spin at 376.0 kJ/mol.

# 4
The following is a quantum chemistry calculation of C36H72O72S18 as an isolated structure at a distorted geometry, from the OMol25 dataset.

```
! wB97M-V def2-TZVPD RIJCOSX def2/J DEFGRID3
* xyz 0 1
C 3.2532 -1.6270 -5.3338
C 2.6433 -0.7347 -4.2711
O 1.9131 -1.6367 -3.4211
S 2.8138 -2.9987 -3.2660
O 1.9164 -4.0921 -3.2894
O 3.7417 -2.8725 -2.2060
O 3.5326 -2.8867 -4.6728
H 4.2487 -1.3303 -5.7158
H 2.5250 -1.8346 -6.1236
H 1.8456 -0.1243 -4.6541
H 3.5331 -0.3231 -3.7625
C -1.1961 -4.8509 1.5278
C -0.8086 -4.1631 2.8118
O 0.6783 -4.3847 2.8782
S 1.1675 -5.4945 1.8789
O 1.9688 -6.4037 2.6715
O 1.7762 -4.9547 0.6976
O -0.2811 -6.0461 1.5722
H -1.0641 -4.2140 0.6944
H -2.2163 -5.1926 1.4671
H -1.1490 -4.6549 3.7490
H -0.9382 -3.0910 2.9796
C 1.3727 -8.3059 -0.4813
C 2.9093 -8.3798 -0.5101
O 3.3145 -8.5917 -1.8808
S 2.1947 -9.4832 -2.5927
O 2.4282 -10.8400 -2.3059
O 2.1047 -9.0317 -3.9188
O 1.0011 -9.0390 -1.6853
H 0.9374 -7.2847 -0.5372
H 0.9975 -8.8807 0.3017
H 3.2797 -9.1413 0.0713
H 3.2311 -7.3880 -0.1855
C -3.3449 0.7763 4.9585
C -2.5427 0.8149 3.6250
O -3.5705 0.8421 2.6473
S -4.7776 1.8834 3.0981
O -6.0882 1.5034 2.8046
O -4.4007 3.2135 2.6929
O -4.5277 1.6480 4.6655
H -2.8578 1.3139 5.8085
H -3.7997 -0.1552 5.3557
H -1.8178 0.0021 3.5350
H -2.0326 1.7300 3.7699
C -1.9467 -1.2176 -2.9063
C -2.7631 -1.4844 -4.1054
O -3.9453 -0.7597 -3.9296
S -4.1413 -0.0285 -2.5769
O -5.1020 -0.7312 -1.7871
O -4.5124 1.3441 -2.8445
O -2.5548 -0.1269 -2.1789
H -0.9324 -0.9521 -3.1963
H -1.9519 -2.1277 -2.2641
H -2.9473 -2.5640 -4.1908
H -2.4032 -1.0838 -5.0377
C 1.6888 4.5807 4.9572
C 2.2592 3.2087 4.9004
O 2.1916 2.7179 3.6106
S 1.4361 3.7618 2.6818
O 0.0437 3.4260 2.7335
O 2.0935 3.9381 1.4560
O 1.7238 4.9843 3.5370
H 2.3575 5.2933 5.4640
H 0.6476 4.5446 5.2086
H 1.6963 2.5771 5.6007
H 3.2620 3.2786 5.1593
C 3.2659 4.3733 -5.5222
C 4.0719 4.6386 -6.8006
O 4.9028 3.4323 -7.0158
S 4.4328 2.2054 -6.0272
O 5.6096 1.5884 -5.5506
O 3.4679 1.4070 -6.6866
O 3.8505 3.1889 -4.9266
H 2.2452 4.3280 -5.7220
H 3.4534 5.1695 -4.7976
H 4.7724 5.4436 -6.7543
H 3.4693 4.7263 -7.6799
C -1.9402 5.6229 3.6412
C -1.5566 6.9109 2.8976
O -1.6372 7.9701 3.9728
S -0.9510 7.3669 5.2451
O -1.5537 8.0411 6.3701
O 0.4741 7.2836 5.1244
O -1.5162 5.8835 5.0532
H -1.4750 4.6895 3.3074
H -2.9688 5.3189 3.6283
H -2.2798 7.0858 2.1067
H -0.5192 6.8027 2.4973
C -1.5280 2.7602 -0.3657
C -2.7797 3.6868 -0.4052
O -2.2683 4.9536 0.1227
S -0.7466 5.1174 -0.4890
O 0.0958 5.7578 0.4274
O -0.9015 5.6064 -1.7963
O -0.4005 3.6084 -0.4583
H -1.5662 2.1199 -1.2779
H -1.4806 2.1165 0.5478
H -3.5927 3.3043 0.2366
H -3.0793 3.9023 -1.4146
C -9.4354 -1.8347 2.3447
C -9.2744 -0.3119 2.4465
O -9.5855 0.1949 1.0985
S -9.6070 -0.8554 0.0420
O -8.6181 -0.7355 -0.9150
O -10.9504 -0.9926 -0.3332
O -9.1384 -2.0698 1.0009
H -10.4637 -2.0800 2.6447
H -8.7097 -2.4035 3.0001
H -8.2583 0.0363 2.5895
H -9.9296 0.2513 3.1375
C 1.7510 0.8927 0.7290
C 2.0867 0.0416 -0.5028
O 1.3160 -1.1905 -0.3682
S 0.1940 -1.0354 0.7282
O 0.5747 -1.6416 1.9227
O -1.0817 -1.2071 0.1818
O 0.4021 0.5175 0.9440
H 1.7554 1.9802 0.4893
H 2.3686 0.6661 1.6429
H 3.1115 -0.2887 -0.6517
H 1.6500 0.6981 -1.3313
C -2.3390 3.0252 -4.5043
C -1.4963 3.8486 -5.4115
O -0.1826 3.1863 -5.3410
S -0.3376 1.7011 -4.8576
O 0.2124 1.5771 -3.5141
O 0.1686 0.8231 -5.8605
O -1.9315 1.6549 -4.8199
H -3.4059 3.0534 -4.7215
H -2.1190 3.1513 -3.4210
H -1.3517 4.8582 -5.0754
H -1.8987 3.7670 -6.4317
C 2.6628 6.4514 -1.4239
C 3.5101 5.1503 -1.1634
O 4.3159 5.0848 -2.3764
S 4.7893 6.5582 -2.6824
O 5.1234 6.6149 -4.0480
O 5.6199 6.9717 -1.5957
O 3.4098 7.2194 -2.4491
H 2.7229 7.1067 -0.5920
H 1.6353 6.3538 -1.8472
H 2.8105 4.3268 -1.1074
H 4.1224 5.1620 -0.3043
C -5.9024 -2.7657 0.5255
C -4.4628 -2.2138 0.4904
O -3.8785 -2.8226 1.6683
S -4.8876 -3.0336 2.8062
O -4.8928 -1.9770 3.6985
O -4.7642 -4.3349 3.2983
O -6.1786 -2.9936 1.8587
H -6.0935 -3.6633 -0.0675
H -6.6393 -2.0322 0.1690
H -4.4036 -1.1315 0.4842
H -3.9334 -2.6744 -0.3482
C -0.1605 -6.4705 -2.8042
C -0.6320 -5.9094 -4.0945
O -1.8222 -5.0673 -3.7396
S -2.2230 -5.4405 -2.2832
O -2.9527 -6.6722 -2.3801
O -2.8469 -4.3086 -1.6627
O -0.7575 -5.6350 -1.7660
H 0.8760 -6.3410 -2.7439
H -0.5059 -7.5027 -2.7187
H -1.0765 -6.7441 -4.6172
H -0.0113 -5.2159 -4.6988
C 3.5740 -2.8547 2.5106
C 4.9005 -2.1216 2.3846
O 5.1422 -1.4656 3.6145
S 3.8389 -1.1613 4.3980
O 3.6015 0.2205 4.3141
O 3.8421 -1.7630 5.6847
O 2.8404 -1.9863 3.4150
H 3.5629 -3.8405 3.0768
H 2.9670 -2.9505 1.6176
H 4.9310 -1.4613 1.5022
H 5.7682 -2.7221 2.1124
C 1.3955 -2.4778 7.3406
C 0.8603 -2.9543 5.9913
O -0.5131 -2.4851 5.9918
S -0.3611 -0.9347 6.4083
O -1.4678 -0.4323 7.1138
O 0.0419 -0.1672 5.2652
O 0.8461 -1.0934 7.4771
H 2.4838 -2.4201 7.5073
H 0.9072 -3.0454 8.1909
H 0.8337 -4.0116 5.9092
H 1.3908 -2.5838 5.1209
C 6.9453 2.9452 -1.9203
C 7.3596 1.7190 -2.8000
O 6.3472 0.8214 -2.6085
S 5.2445 1.1551 -1.5592
O 5.1796 0.1692 -0.5817
O 4.0731 1.4557 -2.2637
O 5.9709 2.4168 -1.0001
H 6.4584 3.8097 -2.4046
H 7.6954 3.3682 -1.2428
H 8.3024 1.2609 -2.3507
H 7.5033 1.9766 -3.8094
*
```

Its frontier orbital gap is 10.7 eV. As for the molar mass: 2234.106 u. Its HOMO energy is -10.875 eV. The calculation puts the energy above the lowest of the compared OMol25 structures with the same formula, charge and spin at 36.6 kJ/mol.

# 5
The following is a quantum chemistry calculation of C3H6LiO4 as an isolated structure at a distorted geometry, from the OMol25 dataset.

```
! wB97M-V def2-TZVPD RIJCOSX def2/J DEFGRID3
* xyz 2 2
O -2.4324 -0.9658 -1.0565
C -1.1159 -1.0259 -0.9315
C -0.6078 -0.2501 0.3707
O 0.7623 -0.4029 0.4673
H -2.7656 -1.3673 -1.8816
H -0.5966 -0.6459 -1.8540
H -0.7268 -2.0830 -0.9591
H -1.1183 -0.6970 1.2336
H -0.8706 0.8057 0.2299
C 1.8271 0.8777 0.4647
O 1.4686 1.9973 0.2159
Li 1.9163 3.7975 0.5202
O 2.4783 0.4607 1.4652
H 1.7815 -0.5012 1.7150
*
```

Its frontier orbital gap (spin up / spin down) is 9.2 / 5.1 eV. As for the molar mass: 113.018 u. Its HOMO energy (spin up / spin down) is -18.922 / -18.770 eV. The calculation puts the energy above the lowest of the compared OMol25 structures with the same formula, charge and spin at 184.3 kJ/mol.

# 6
The following is a quantum chemistry calculation of C43H62BaN4O3S2Se as an isolated structure at a distorted geometry, from the OMol25 dataset.

```
! wB97M-V def2-TZVPD RIJCOSX def2/J DEFGRID3
* xyz -2 1
Ba 11.5863 14.9648 12.0001
C 9.1965 14.2951 15.0605
N 10.6066 14.7998 15.0648
C 10.6224 16.2230 15.5960
C 11.3213 13.9760 16.0062
C 12.8417 14.1922 15.8617
N 13.4047 13.8886 14.5870
C 13.2579 12.4256 14.3112
C 14.0961 11.7505 13.1666
C 15.1131 10.8802 13.5236
C 15.9941 10.3301 12.5737
C 15.5583 10.4477 11.2383
C 14.3844 11.0750 10.8474
C 13.6631 11.8281 11.8436
O 12.6687 12.6531 11.5899
C 13.8825 10.9549 9.3868
C 12.4327 10.5207 9.3479
C 13.9345 12.2940 8.6512
C 14.7944 10.0040 8.5841
C 17.2529 9.5038 12.9622
C 17.3504 9.4773 14.5056
C 18.6246 10.1157 12.4401
C 17.1265 8.1218 12.3396
C 14.7736 14.4363 14.5742
C 14.8731 15.9887 14.6302
C 15.0906 16.6928 15.8696
C 15.1587 18.1051 15.8701
C 15.0532 18.7976 14.6599
C 14.9148 18.1544 13.4303
C 14.5644 16.7720 13.3917
O 14.0085 16.2481 12.3696
C 14.8879 18.9298 12.1809
C 15.6249 18.1642 10.9235
C 15.5836 20.2636 12.3705
C 13.3717 19.1143 11.7652
C 15.2490 18.7514 17.2939
C 14.1081 18.2627 18.2490
C 16.5503 18.2466 17.9587
C 15.1400 20.2772 17.1173
H 8.7431 14.3928 16.0883
H 9.1861 13.2940 14.8212
H 8.5608 14.8942 14.4098
H 10.4992 16.2609 16.7078
H 9.7130 16.6515 15.1169
H 11.4917 16.7814 15.2895
H 10.9843 12.9605 15.8031
H 11.0240 14.1233 17.0910
H 13.4160 13.7814 16.7151
H 13.0399 15.2697 15.9701
H 12.2038 12.2780 14.0989
H 13.5468 11.8586 15.2218
H 15.2628 10.6480 14.5919
H 16.1397 9.9653 10.4495
H 11.8135 11.2146 9.9440
H 12.3359 9.4948 9.7503
H 11.9610 10.4173 8.3390
H 13.2524 13.0902 9.0361
H 13.7534 12.0000 7.6388
H 14.9678 12.6071 8.5492
H 14.9741 9.1786 9.2181
H 15.8071 10.4272 8.4127
H 14.3090 9.7505 7.6408
H 17.4123 10.5675 14.9225
H 18.2520 8.9375 14.8461
H 16.4915 8.9471 14.9556
H 18.8620 11.0818 12.8513
H 18.5542 10.1580 11.3830
H 19.4981 9.5231 12.5890
H 16.2846 7.5853 12.8047
H 17.9491 7.4928 12.7667
H 17.0955 8.1105 11.2880
H 15.2929 14.1338 13.6884
H 15.4521 14.0190 15.4141
H 15.4526 16.2776 16.7993
H 15.2906 19.8750 14.5764
H 16.6603 18.0438 11.1642
H 15.5026 18.6924 9.9761
H 15.2845 17.1603 10.9168
H 16.6301 20.1355 12.6906
H 15.0588 20.9242 13.0434
H 15.8173 20.7846 11.4034
H 12.8783 18.1274 11.7494
H 13.2221 19.4421 10.7551
H 12.9817 19.7993 12.5566
H 14.2287 17.2166 18.6148
H 13.1023 18.2902 17.8136
H 14.1289 18.7484 19.1660
H 16.4530 17.2546 18.3992
H 16.6347 18.9375 18.7853
H 17.3625 18.2297 17.2343
H 14.2017 20.5863 16.6698
H 15.9720 20.6943 16.4964
H 15.1882 20.8252 18.0486
S 11.0536 17.0473 9.6918
C 9.4712 17.0268 10.3199
N 9.0239 16.2169 11.2514
C 7.7066 16.5452 11.5359
C 6.8993 15.8082 12.4721
C 5.5500 16.1043 12.5256
C 5.0216 17.1940 11.8466
C 5.8422 17.8581 10.9167
C 7.1738 17.6292 10.8082
S 8.3409 18.3525 9.7460
H 7.3155 14.8395 12.7886
H 5.0287 15.4517 13.2315
H 3.9526 17.4194 11.9768
H 5.4397 18.5822 10.2248
Se 8.8313 12.2009 5.0296
C 10.3221 12.2923 6.0160
N 11.2177 12.2687 6.7747
C 8.9201 12.8173 11.1452
O 9.8655 12.5541 12.2297
H 7.9693 13.2413 11.4929
H 8.7012 11.8338 10.6627
H 9.4345 13.4929 10.4393
H 10.0119 11.5924 12.2160
*
```

Its frontier orbital gap is 5.5 eV. As for the molar mass: 963.416 u. Its HOMO energy is -2.042 eV.

- Which value of molar mass does entry 6 give?
  963.416 u

- What is the molar mass in the second record?
  113.116 u

- Which of these has the highest molar mass?
  C36H72O72S18

- What is the formula in the second record?
  C5H7NO2